A cluster of 10 separate species, H20O10 in total. Source: the OMol25 dataset; level of theory: ωB97M-V/def2-TZVPD.

```
30
Properties=species:S:1:pos:R:3
H -0.23251 0.03151 -0.70458
H -1.60910 -1.44830 -4.55492
H 0.79839 -1.62346 -0.05703
O -2.39492 -1.07744 -5.01146
O 0.80795 -2.16928 2.82725
H -2.03984 2.88551 -0.06390
H 0.54587 1.28871 3.07857
H -1.35264 3.82396 0.93936
H 0.45524 -4.62592 -1.75872
H 1.29647 0.33776 4.06338
H 0.64196 -3.41407 -2.60386
H 0.57555 -2.11936 1.89029
O -1.54110 2.90501 0.67040
H 1.38704 3.25603 0.74834
H 1.18529 -2.99010 2.99102
O -1.65237 2.18643 4.89258
H 0.74086 3.26765 -0.72307
O 1.08201 -4.17632 -2.20318
H -1.07397 2.34929 4.08975
H 1.70005 -0.54218 -2.79515
H 0.36154 0.35044 0.68763
H -2.59369 2.28967 4.65494
O 1.49319 -1.13291 -3.52377
H 0.71494 -0.68342 -3.90550
O 0.40442 0.52453 -0.19420
O 1.45814 3.54065 -0.11698
H 0.14128 -1.60576 -1.52773
O 0.48829 0.43029 3.44629
H -2.68278 -0.63795 -4.24143
O 0.89442 -1.22097 -0.99434
```

Values from the calculation:
net charge = 0
relative energy (zero: lowest compared OMol25 entry of this formula, charge and spin) = 701.2 kJ/mol
total energy = -20795.3449 eV
SMILES = O.O.O.O.O.O.O.O.O.O
spin multiplicity = 1

=====

A cluster of 3 separate species, C22H47N3O10S2 in total. Source: the OMol25 dataset; level of theory: ωB97M-V/def2-TZVPD.

```
84
Properties=species:S:1:pos:R:3
H -7.31437 -5.08813 -1.73893
C 3.90260 1.99502 3.28387
H -0.78882 6.30526 1.19682
N -6.50007 -6.94085 -0.05973
H 5.39772 2.46330 0.99905
H 2.74444 1.83715 3.17775
H -3.75116 4.00185 2.00573
C -5.07687 -4.92242 0.27079
H -6.91505 -5.38530 1.27099
C 4.32562 -0.26855 -0.24386
H -5.95163 -7.43289 0.64633
H 0.96098 1.08544 0.68801
O 1.73428 0.21722 -2.68157
C -4.11410 6.11657 0.17378
O 3.26083 2.62943 0.53298
S 5.07813 0.70908 -2.67964
H -5.08790 -3.83730 0.42735
O -1.60824 0.09700 -0.92333
C -2.72520 3.72215 1.75976
O -2.39380 0.44750 1.36429
O 1.96339 -1.79946 -3.98811
H -2.51530 7.51444 0.10434
C 5.75047 -0.79475 0.43386
H -0.88868 -4.28482 0.73053
H 4.20493 1.88499 4.42095
H -7.34748 -3.70760 -0.62768
H -0.62611 2.25093 0.58254
C 4.22155 -0.72737 -3.49792
O -4.28676 -5.25765 -0.87342
H 4.73287 4.21986 0.82784
H 7.66291 -1.40887 -0.64352
H -5.38347 -4.96985 -2.59715
S -1.07381 -3.12735 -0.07040
H -4.69696 5.53247 0.89146
H 3.65324 0.05520 0.68787
H -8.50013 -5.03678 -0.44727
H 4.45718 -0.64970 -4.66591
H 4.44806 1.12845 2.68560
H 6.23355 -3.26721 1.40607
H 7.92523 -3.46502 0.54416
H -0.47027 1.43208 -2.18958
H 6.08164 -2.02317 -1.54573
H 6.37466 0.18406 0.65893
C -0.31590 0.73413 -1.23407
H -2.45274 2.88602 2.40885
H 4.65940 -1.79138 -3.18027
C -1.69504 -0.32381 0.48655
C 3.66508 2.10302 -0.81336
O 6.17830 -4.39342 -0.43527
H -4.54542 -5.35220 1.12937
C 6.77299 -3.27169 0.36307
C 0.79873 -0.40815 -1.73468
H 6.38497 -4.17549 -1.39664
H 1.30010 -0.83125 -0.75623
H -5.95011 -7.06166 -0.91642
C 6.57137 -1.86738 -0.49469
C -2.85944 6.73135 0.79052
H 0.05526 -1.40248 1.51384
H -3.35191 6.61059 2.75183
C 4.45550 3.14621 1.21932
O 3.12373 2.79008 -1.85773
H -4.83971 -3.45844 -1.79083
C -1.02071 -1.68607 1.12755
N 4.62799 0.96714 -1.03434
H 3.72522 -1.10766 -0.79071
H 5.44759 -1.23110 1.50219
C -4.57958 -4.49359 -2.03299
H -1.71658 -1.98818 2.04819
N -3.21565 7.36038 2.06611
C 0.23305 1.69152 -0.02236
H -2.40316 7.86428 2.42298
O 4.23768 3.30014 2.69052
C 2.59081 -0.76531 -3.36107
H 0.15311 -1.28360 -2.18244
H -1.48003 5.19751 0.02330
C -7.46039 -4.79412 -0.69577
C -6.50851 -5.51002 0.26021
H -4.77888 6.90507 -0.19771
H -3.69347 -4.48853 -2.67288
H -2.65502 3.39163 0.71876
H -3.86326 5.46803 -0.67144
O -1.85091 4.80486 2.03813
C -1.69203 5.72936 0.95835
H 0.84951 2.56980 -0.54557
```

Values from the calculation:
net charge = 0
total energy = -70179.0110 eV
SMILES = COCOC(=O)N(CCCCO)SCC(=O)OC[C@H](C)OC(=O)CS.COC[C@@H](C)N.COC[C@@H](C)N
spin multiplicity = 1

=====

A structure of composition C2H4N2S. Source: the OMol25 dataset; level of theory: ωB97M-V/def2-TZVPD.

```
9
Properties=species:S:1:pos:R:3
C -1.22144 0.77311 -0.11320
N 0.24812 0.77980 0.25804
C 1.11973 -1.15301 -0.04701
H 0.45658 1.69008 0.48911
S -2.29423 -0.55822 -0.09502
H 0.14531 -1.68524 1.32786
N 1.37473 0.04746 -0.34882
H 1.89853 -1.74487 -0.69861
H -1.72734 1.85091 -0.77235
```

Values from the calculation:
net charge = 0
relative energy (zero: lowest compared OMol25 entry of this formula, charge and spin) = 678.3 kJ/mol
total energy = -15946.8531 eV
spin multiplicity = 1

=====

A cluster of 14 separate species, C4H34NO15 in total. Source: the OMol25 dataset; level of theory: ωB97M-V/def2-TZVPD.

```
54
Properties=species:S:1:pos:R:3
H -4.46539 0.79923 -2.05700
O 0.41686 -1.11324 3.19972
H -2.51937 -0.22390 -4.47885
O 4.04500 2.18884 1.25804
H 1.63735 -0.04454 -0.70394
O -1.89779 -0.12939 -3.73361
O 0.13625 -3.66875 2.40676
H 1.68064 0.54856 2.43716
O 3.62004 -0.95455 -2.38886
H -2.32022 -1.53517 -2.94791
C 0.55807 0.05418 -0.62915
O -0.02873 1.73764 1.84161
H -0.63699 3.29676 -0.71050
O -2.50468 -2.07606 -2.10964
H -0.85283 -2.59054 0.67798
H -1.38384 -0.89338 0.62725
C 0.20132 0.82541 -1.91869
H 2.75801 2.86708 -1.73310
H -3.31523 0.95457 -1.01629
H 2.78662 2.20768 -0.33630
H -1.89153 -2.04477 -0.72494
H -1.11732 -0.10264 2.61667
H -0.60497 4.54819 0.31666
H -0.16098 -4.10936 3.15180
H 3.68283 1.38212 1.60721
O 1.07266 -3.40561 -0.14306
H 2.86941 -0.69000 2.82980
H -2.75996 0.17890 2.74711
H 1.14112 -3.94117 2.32006
H 0.28358 2.16886 2.74096
H 4.12034 2.67626 2.05343
H 0.50646 0.47907 -2.94449
N -1.11072 -1.81340 -0.00706
H -0.25884 -1.55932 -1.98029
O -0.52384 1.76458 -1.73945
O -2.82426 1.60073 0.45664
H 0.23510 -1.31462 4.17258
H -1.92609 1.29148 0.73678
H -0.81335 2.29357 1.60252
C 0.09909 -1.34702 -0.93803
O 2.45161 2.06119 -1.34783
O -2.02715 -0.32491 2.31995
H -3.46961 -2.30508 -2.03189
H 0.39017 0.45773 0.33945
H 4.60716 -1.03125 -2.41879
H -2.31244 0.39966 -2.99032
O -0.90998 3.61632 0.19429
H 2.00315 -2.27517 -1.57142
O 2.66881 0.32217 2.65752
H -2.76619 2.58198 0.35674
H 3.62061 0.04335 -2.26107
O -3.60425 0.56849 -1.87959
H 0.23377 -1.96281 2.92005
C 1.18053 -2.45801 -0.84666
```

Values from the calculation:
net charge = +1
relative energy (zero: lowest compared OMol25 entry of this formula, charge and spin) = 346.2 kJ/mol
total energy = -36895.2401 eV
spin multiplicity = 1

=====

An isolated molecule of C13H21N5O4. Source: the OMol25 dataset; level of theory: ωB97M-V/def2-TZVPD.

```
43
Properties=species:S:1:pos:R:3
C -4.23348 1.63969 0.89355
C -0.66129 0.26320 1.63313
O -2.98411 -0.18242 0.00851
C 0.30524 0.91388 2.68945
H -4.06037 2.62334 1.37371
C -2.25184 1.37251 -3.23540
H 3.73888 -1.90582 -1.01396
C -0.43960 -0.27724 -2.70850
H 0.16477 -2.27085 -1.84078
H 0.44201 1.98153 2.69055
N -1.45737 0.49421 -2.36204
H -2.57007 0.86459 -4.14231
H 2.38390 -1.71125 0.11147
H 2.88336 1.40927 1.03406
N 2.81858 0.65331 1.82009
O 0.44400 1.23660 -0.19023
H 1.36134 -1.54446 -3.93494
H -2.06301 1.62710 2.38586
H -4.98103 1.11563 1.52713
H 2.19520 -0.25594 -2.03511
H -1.60328 2.21813 -3.59289
C 0.01427 0.14323 0.26463
H 2.52721 -3.23237 -0.93833
C 2.05533 -0.71996 3.49656
H -1.77032 0.23547 -1.44026
H -0.93103 -0.69635 2.07932
N 0.02257 -1.00948 -0.30586
C -3.04642 0.72812 0.83620
C 0.32341 -1.19981 -1.70279
H -0.55929 -1.68835 0.25097
C 1.75988 0.36473 2.69642
H 4.64487 -0.27075 1.65002
C 3.77794 -0.15180 2.24374
H -4.43579 1.79357 -0.13783
H 1.37287 -1.38350 4.01006
N 3.38055 -1.04323 3.18763
C 1.92163 -1.29909 -1.96362
N -1.99217 0.94355 1.68353
H -3.04946 1.78507 -2.56720
H -0.16722 0.76172 3.63573
O 0.02322 -0.25206 -3.84438
C 2.67549 -2.15000 -0.91975
O 2.02062 -1.92373 -3.32617
```

Values from the calculation:
net charge = 0
relative energy (zero: lowest compared OMol25 entry of this formula, charge and spin) = 243.8 kJ/mol
total energy = -29461.6731 eV
SMILES = CNC(=O)[C@H](NC(=O)[C@@H](Cc1cnc[nH]1)NC(C)=O)[C@@H](C)O
spin multiplicity = 1

=====

no.,HOMO energy (eV),Kohn-Sham gap (Eh),lowest unoccupied orbital energy (eV)
1,-9.51,0.327,-0.6046
2,-9.04,0.327,-0.1430
3,-8.84,0.294,-0.8523
4,-12.45,0.366,-2.4880
5,-8.88,0.339,0.3317